A 16-piece molecular cluster, C92H216N16O21 overall in a non-equilibrium geometry. Source: OMol25; level of theory: ωB97M-V/def2-TZVPD.

## Properties
Energy relative to the best compared isomer or geometry (same formula, charge and spin)   0.0 kcal per mole
E_HOMO   -16.659 eV

```
! RIJCOSX wB97M-V def2-TZVPD def2/J DEFGRID3
* xyz 6 1
O 20.7867 19.0325 21.4944
O 22.7023 14.9751 21.4689
O 17.3376 16.6865 15.1758
O 19.9927 20.3753 22.9775
O 15.5634 20.5776 15.2309
O 18.6896 24.6926 13.1072
O 14.2498 20.0337 16.8381
O 21.1927 14.9108 18.1214
O 19.3130 22.9818 17.8916
O 18.5346 18.5546 11.1888
O 21.0410 21.7630 17.3105
O 11.9164 19.5199 10.2813
O 19.5613 16.8236 11.7724
O 18.6272 19.2805 21.6799
O 22.6619 15.7408 16.8592
O 20.1774 12.9416 21.5814
O 20.0817 18.7517 12.7211
O 20.9170 22.7015 19.2795
O 13.5058 20.3235 14.7620
O 22.6805 13.5634 17.2295
O 23.5079 12.4908 11.7705
N 18.8704 18.8508 27.1123
N 17.8333 18.4258 17.9396
N 19.4422 18.0169 11.9009
N 22.2008 14.7550 17.3811
N 20.7442 22.3623 12.7351
N 14.4468 20.3251 15.5773
N 18.4383 12.4608 12.1905
N 8.3548 8.2880 20.9672
N 17.3821 24.0447 20.8842
N 23.8589 21.5314 21.3464
N 25.7962 14.5299 13.4700
N 10.5685 21.4282 17.1488
N 14.7912 20.7092 10.2919
N 20.4205 22.4892 18.1372
N 19.8082 19.5665 21.9891
N 22.0134 13.0347 19.8600
C 10.8664 20.0481 17.8099
C 17.6081 22.5852 20.7546
C 20.8817 22.5595 10.1851
C 9.4724 20.4003 15.1530
C 15.0401 23.9427 20.9774
C 15.4348 24.1844 19.5188
C 16.5637 17.6437 18.0166
C 17.1246 18.8025 25.0609
C 10.6417 8.6816 19.6996
C 9.8356 8.7354 21.0044
C 24.0105 16.0130 12.3265
C 23.6734 11.3890 10.8294
C 18.9755 17.7937 18.6987
C 17.5893 19.4582 26.4621
C 16.1381 20.7552 23.6649
C 21.4325 11.6748 20.0810
C 7.7576 8.7383 22.2075
C 7.6273 8.6365 19.6977
C 25.6447 13.4043 12.4913
C 13.5688 22.2233 11.9855
C 12.7822 19.6229 9.0937
C 22.6732 21.6816 14.2552
C 16.9536 24.5688 19.5767
C 18.8826 17.3752 27.1178
C 19.5636 16.8832 25.8169
C 18.9556 19.4132 28.4801
C 18.2101 18.6825 16.4398
C 12.1660 8.7799 19.9667
C 19.7868 21.9121 13.7954
C 19.8815 24.8305 12.2236
C 24.4908 12.4277 12.7739
C 14.2359 20.8985 11.6672
C 6.4014 7.6398 19.7074
C 19.5757 11.5690 12.5688
C 18.8950 13.2631 22.1214
C 16.2232 24.3280 21.8133
C 6.9694 6.3695 20.3287
C 20.5376 13.6883 12.3237
C 15.4820 19.3570 10.2983
C 19.0455 13.8802 12.1027
C 17.7187 19.8037 18.4183
C 26.8759 14.7777 15.7788
C 18.4605 17.4889 15.5165
C 8.3124 6.7725 20.8845
C 26.9012 15.3354 12.9469
C 9.5083 20.4658 13.5982
C 25.8925 20.1076 24.3506
C 23.4599 13.1281 20.2633
C 13.7041 20.7859 9.2467
C 17.4384 12.4184 13.3660
C 11.4574 20.4371 19.1565
C 10.4715 21.3884 15.6796
C 20.7102 24.9699 22.8898
C 8.7507 21.6962 13.0327
C 25.0822 21.2929 22.2163
C 17.6610 12.0771 10.9172
C 12.2595 21.7264 18.9047
C 14.3523 12.4670 14.0858
C 20.7542 17.9205 25.7650
C 16.4025 17.4351 14.3843
C 18.6765 24.6862 21.3260
C 26.1091 13.9675 14.7952
C 12.8846 8.9464 18.5989
C 20.1849 22.0044 11.3895
C 24.0844 22.7830 20.5558
C 20.8711 26.4770 22.7151
C 22.6425 21.7459 22.2029
C 11.3413 18.2363 10.2204
C 16.5118 11.2020 13.4679
C 15.5061 11.5756 14.5399
C 19.2249 24.3128 22.7005
C 24.9091 22.4061 19.3707
C 9.3166 21.9442 17.6914
C 20.0642 19.2089 26.2364
C 15.8859 17.8523 19.3959
C 23.5455 14.6072 20.4274
C 15.8221 19.5621 24.6111
C 15.6639 21.8240 9.9598
C 17.8604 25.8576 13.1611
C 20.8759 23.8692 12.8567
C 20.0660 11.8620 20.6358
C 25.0455 20.0410 23.0819
C 11.7016 22.3080 17.6100
C 24.4716 15.3348 13.6329
C 16.1278 18.9342 8.9748
C 24.2137 21.0424 18.9571
C 20.6448 12.4605 13.2412
C 23.6273 20.4363 20.2944
C 22.7199 16.3839 21.6375
C 25.7780 18.7598 25.1127
C 22.1080 21.7279 12.8566
C 20.3389 18.3595 18.5052
H 15.3395 23.3368 18.8258
H 14.7047 18.6336 10.6039
H 22.7894 22.4161 12.3288
H 15.2215 21.1273 23.2883
H 18.2147 18.9294 29.1267
H 25.9232 22.1718 19.6760
H 16.8201 19.7714 8.6824
H 16.8019 18.1321 9.1826
H 7.0856 5.5671 19.5677
H 21.8899 24.0769 12.4854
H 21.0322 18.0923 24.7622
H 19.9839 22.1902 14.8653
H 15.2807 18.7857 24.0185
H 18.6308 14.4747 12.8899
H 16.0414 12.0428 15.3992
H 14.8836 17.4113 19.3409
H 12.6758 9.9899 18.2741
H 9.9028 19.5381 17.9169
H 18.8342 20.4654 28.4838
H 7.6665 21.7100 13.2772
H 20.0829 23.0094 9.5488
H 10.6005 20.5688 19.8224
H 18.1733 22.3762 19.8390
H 16.1909 21.7319 9.0293
H 22.5268 22.5706 14.8623
H 26.5991 12.9141 12.3532
H 19.9335 15.8985 25.9266
H 21.1567 21.6710 9.6520
H 13.9644 8.8948 18.7414
H 25.2767 19.1329 22.5124
H 19.8015 20.8170 13.7158
H 17.3339 19.2401 16.0753
H 25.4174 13.8598 11.5248
H 23.4259 21.2966 18.2379
H 19.4160 23.2563 22.9152
H 19.7087 10.8739 21.0732
H 25.1696 13.5839 15.2254
H 21.0229 17.7150 19.0990
H 18.0480 12.5685 14.2408
H 21.5487 13.7443 20.4474
H 22.3605 16.6835 20.6815
H 9.8726 19.4368 15.5141
H 16.7181 21.9909 20.6519
H 23.7157 16.7678 21.9374
H 9.0899 22.9200 17.1820
H 21.7805 22.0116 21.6060
H 9.4216 22.1076 18.7400
H 23.9423 12.6085 13.7360
H 10.1410 22.3659 15.3631
H 26.7003 13.0611 14.5573
H 16.5186 17.4220 20.1890
H 12.0182 19.6184 19.5978
H 20.4438 27.0509 23.5361
H 20.6437 18.1630 17.5051
H 17.5272 26.1302 12.1693
H 18.6169 20.3802 18.1252
H 22.1013 11.1262 20.7362
H 13.5353 20.0668 11.7753
H 20.0025 20.9163 11.4417
H 9.9231 9.7400 21.3799
H 18.4187 26.7532 13.5129
H 17.7903 20.5794 26.4288
H 24.9023 20.3929 18.3221
H 16.8500 17.9247 13.4837
H 10.6654 18.1151 9.3338
H 18.1314 13.3051 21.3642
H 11.5583 19.5880 17.1024
H 24.7997 23.1566 18.6484
H 23.0440 14.9997 19.5016
H 24.5708 15.0080 20.5226
H 23.7665 15.2992 11.5528
H 20.9551 14.6366 12.6073
H 26.2290 15.5368 16.2286
H 6.6627 8.7046 22.1583
H 8.5519 21.1943 17.5338
H 19.9449 11.1425 11.6278
H 19.0617 17.7521 14.6337
H 26.6347 15.6734 11.9406
H 16.7921 16.6532 17.7070
H 18.9670 14.2942 22.4404
H 11.3447 23.3181 17.6150
H 14.5260 13.4731 13.6435
H 24.6393 11.4023 10.2903
H 18.0599 22.1467 21.6219
H 15.8497 18.2178 14.9142
H 19.2040 22.4241 11.4170
H 19.4766 24.5362 20.5663
H 13.2684 21.3257 18.6917
H 5.5915 8.1166 20.1920
H 20.4521 12.6373 14.3025
H 21.1515 24.6404 23.8046
H 8.4291 20.5092 15.5085
H 20.4074 19.3803 18.8210
H 27.0989 16.1969 13.6087
H 11.4499 21.2207 15.2320
H 13.1846 21.7216 9.4815
H 8.2572 8.4496 18.8491
H 12.2068 19.7734 8.1457
H 23.0817 16.5820 12.5515
H 8.9613 21.7516 11.9453
H 21.0923 13.4906 11.3668
H 13.7219 11.9555 13.2968
H 8.1406 8.1558 23.0168
H 17.7205 19.7757 19.5130
H 18.2691 12.3732 10.0663
H 12.5518 8.2391 17.8586
H 10.7135 18.1144 11.1338
H 7.2643 9.6598 19.7914
H 22.5017 20.8409 22.7697
H 16.2772 23.8339 22.7640
H 23.6139 12.6079 21.2226
H 8.7384 6.3518 21.7780
H 16.9682 25.5838 13.7998
H 14.2365 20.9629 8.2956
H 23.6327 10.5027 11.4036
H 19.5402 24.5954 11.2072
H 27.2591 14.1494 16.5717
H 16.1790 19.4606 11.1126
H 27.7671 14.6942 12.8737
H 24.6274 16.0481 14.4810
H 10.4954 20.4951 13.1901
H 24.0358 19.7997 23.4652
H 12.4253 9.6606 20.6644
H 17.8429 16.9873 27.3390
H 21.9626 13.1342 18.8459
H 16.7893 19.5031 27.1686
H 16.7872 20.1594 18.0751
H 17.9023 18.8648 24.2635
H 16.4187 22.0099 10.7451
H 24.6894 18.6288 25.3772
H 24.8155 11.4235 12.9311
H 20.2953 26.6896 21.7801
H 18.6327 12.5947 22.9561
H 12.4491 22.1014 16.8525
H 10.2771 9.5296 19.1675
H 22.7766 11.4429 10.1941
H 12.5968 22.4253 11.4914
H 23.9194 19.4649 20.6582
H 18.7909 16.7863 18.3096
H 12.5272 7.9037 20.5753
H 23.6992 21.4314 14.2820
H 15.9365 18.0405 17.2215
H 17.0201 10.2859 13.7625
H 27.7713 15.2307 15.3158
H 19.0928 19.3285 16.4508
H 10.2370 8.0621 21.7323
H 23.7731 14.5959 13.9882
H 14.1835 24.4860 21.3121
H 21.6027 17.5316 26.3881
H 6.0124 7.6612 18.6856
H 17.2948 25.6040 19.4769
H 21.7765 23.1694 10.2955
H 12.0495 17.4176 10.2803
H 18.6044 17.8522 19.7610
H 7.9449 9.7878 22.3882
H 20.3087 25.8163 12.3256
H 16.7144 12.5606 10.8824
H 14.2031 23.0972 11.8547
H 19.2671 12.2430 19.9176
H 10.3836 7.7605 19.1214
H 21.8804 26.8382 22.6115
H 19.5485 19.6261 25.3894
H 18.6981 14.4260 11.2566
H 22.1083 20.8052 12.3345
H 14.7531 24.9255 19.0954
H 23.1176 23.0768 20.1706
H 15.7803 18.9170 19.5028
H 18.6292 24.7473 23.4700
H 19.1604 10.7833 13.1997
H 22.8375 22.5734 22.8559
H 13.3154 18.6496 8.9616
H 6.3017 5.9372 21.0770
H 18.9548 16.9582 24.8918
H 17.5310 24.0694 18.8240
H 21.8860 16.5767 22.3987
H 21.4081 11.1250 19.1407
H 18.4069 25.7601 21.3536
H 24.5241 23.5159 21.2340
H 19.5211 17.1404 27.9735
H 22.5270 20.4855 20.1107
H 15.0995 10.6557 14.9302
H 16.8363 21.4542 24.0848
H 22.2175 20.9055 14.8497
H 12.4217 22.3741 19.7891
H 16.7284 20.1967 22.9023
H 15.0551 22.6833 9.9524
H 9.0198 19.5502 13.2511
H 9.1981 22.6072 13.4541
H 25.9397 21.1730 21.5396
H 15.2114 19.7977 25.4779
H 9.0285 6.5156 20.0656
H 20.6456 19.8240 26.8699
H 24.1742 12.8136 19.4806
H 15.0444 20.6389 12.2841
H 26.3221 18.6263 26.0331
H 16.8109 13.2897 13.2586
H 26.9459 20.3239 24.0642
H 13.4036 22.1591 13.0571
H 19.1668 16.8750 16.0337
H 21.2919 24.4866 22.1099
H 13.5917 12.5553 14.8752
H 16.0078 10.8996 12.5516
H 15.5438 16.7975 14.0635
H 26.0397 17.8303 24.5942
H 16.2127 25.4193 21.9773
H 25.2467 22.1444 22.8177
H 17.4862 11.0104 10.8033
H 24.7367 16.7533 11.9490
H 14.7745 22.8892 21.2199
H 19.9972 19.2179 28.7526
H 20.9156 24.0176 13.9133
H 15.4256 18.6667 8.1616
H 25.4289 20.8666 24.9578
H 16.8982 17.7740 25.2963
H 21.5619 11.9033 13.0942
H 18.8686 22.4207 13.5505
*
```

These are the Löwdin partial charges, in e, on atoms 1 to 5: O -0.013; O -0.200; O -0.178; O -0.090; O -0.004